# 1
38
Properties=species:S:1:pos:R:3:forces:R:3:mulliken_charge:R:1 method="wB97M-V/def2-TZVPD" gap_ev=9.0 relative_energy_kcal_mol=66.9
C 4.521277 -1.509401 -1.308906 -2.15 2.48 -0.91 -1.372
C 3.385798 -1.418541 -0.238766 -0.57 0.57 -1.05 0.300
O 3.660870 -2.476278 0.615999 1.60 -1.02 0.54 -0.648
C 3.091189 -0.172689 0.684655 0.88 -1.19 0.65 0.367
N 2.215635 -0.756317 1.796237 1.34 1.07 1.23 -0.836
C 2.371180 0.952350 -0.029364 -0.48 -0.64 0.15 0.244
O 2.860645 1.935133 -0.562398 0.35 -0.56 0.35 -0.718
N 1.035417 0.683783 -0.064182 1.85 1.21 -0.22 -0.039
C 0.202332 1.650100 -0.636113 -0.96 -1.17 -0.76 0.173
C -0.833054 0.910700 -1.511336 -0.98 -1.86 -0.72 -1.287
C -1.871328 0.027232 -0.719616 -0.05 -0.27 -0.61 0.497
C -1.679546 -1.412125 -0.669963 0.85 2.58 -0.92 -0.293
C -2.571486 -2.232879 -0.086304 -2.63 -0.99 1.65 -0.702
C -3.859453 -1.595089 0.245694 0.66 -2.53 -1.87 0.803
O -4.934610 -2.401833 0.492542 0.43 -0.81 0.64 -0.532
C -4.164306 -0.309449 -0.098032 0.34 0.48 2.47 -0.886
C -3.111701 0.551989 -0.304666 1.59 -0.62 -2.10 -0.448
C -0.609187 2.479208 0.360480 -0.70 1.96 -0.52 0.231
O -1.410993 3.243053 -0.164019 0.88 -0.74 1.69 -0.568
O -0.430327 2.425810 1.762380 -0.16 0.32 -2.79 -0.448
H 5.484508 -1.613881 -0.882880 0.93 0.01 0.30 0.398
H 4.441151 -0.688465 -2.100671 0.43 -0.44 1.47 0.311
H 4.242831 -2.329780 -1.932634 0.15 -1.14 0.00 0.384
H 2.467028 -1.510440 -0.828479 -0.24 -0.56 0.25 0.031
H 2.997802 -3.089926 0.903372 -1.01 0.12 -0.34 0.358
H 4.062132 0.155143 1.049454 0.01 0.40 0.19 0.388
H 2.059053 -0.005360 2.533710 0.18 -1.06 -1.35 0.225
H 2.813022 -1.466331 2.303291 -0.90 1.13 -0.94 0.275
H 0.677706 -0.054468 0.474287 -0.46 -1.06 0.80 0.441
H 0.824512 2.237318 -1.348060 -0.54 0.25 1.06 0.448
H -1.298418 1.660766 -2.165287 -0.31 -0.34 0.40 0.478
H -0.392223 0.116606 -2.230397 0.09 1.62 1.18 0.384
H -0.887808 -1.821215 -1.291295 0.42 -0.04 0.58 0.344
H -2.368715 -3.354939 0.096919 -0.69 2.05 -0.53 0.308
H -5.721390 -1.890894 0.292068 -0.19 -0.04 0.15 0.297
H -5.153318 0.025089 0.225757 0.16 0.25 -0.55 0.246
H -3.279022 1.570706 -0.527468 -0.21 1.09 0.21 0.470
H -0.921175 3.232308 2.021309 0.07 -0.49 0.21 0.377

=====

# 2
44
Properties=species:S:1:pos:R:3:forces:R:3:mulliken_charge:R:1 method="wB97M-V/def2-TZVPD" total_charge=+1 gap_ev=6.9
S -1.359162 -3.211295 -1.567540 0.11 0.78 -0.83 -0.282
P -1.860540 -1.706450 -2.686664 -0.94 -2.20 2.68 0.138
N -0.588504 -0.406439 -2.732393 0.10 -0.17 -4.16 0.576
C -0.082582 -0.157716 -4.037639 2.98 3.66 1.55 0.239
C 0.986838 0.991453 -4.149082 -2.31 -1.36 4.43 -0.607
C 1.281553 1.644066 -2.776857 -1.26 -1.90 -1.03 0.011
C 0.607915 1.147223 -1.478899 -0.41 -0.99 -3.55 -0.175
N -0.331403 0.104063 -1.545308 2.59 3.02 -0.21 -0.590
H -3.003017 -1.082954 -2.050098 0.87 0.33 -1.05 0.155
H -2.215771 -2.118300 -4.009330 0.46 1.05 0.22 0.125
H -0.421318 -0.735264 -4.973682 0.31 0.80 2.01 0.290
H 1.448750 1.313693 -5.137238 -0.69 -0.53 1.62 0.367
H 2.025260 2.511251 -2.695420 -1.15 -1.44 -0.15 0.283
H 0.829518 1.635997 -0.476552 -0.49 -0.92 -1.39 0.476
C -3.781652 -5.468676 -0.115342 0.18 0.65 -0.31 -0.070
C -3.255041 -6.872194 -0.136362 0.63 -0.38 -0.39 -0.311
O -3.947525 -7.489996 0.938537 -0.35 0.39 0.06 -0.310
C -5.091821 -6.779153 1.140276 -0.97 -0.49 0.83 0.594
O -5.983148 -7.124242 1.857704 0.76 0.33 -0.62 -0.502
O -5.088538 -5.623787 0.417562 0.06 -0.40 0.15 -0.335
H -3.818938 -5.022230 -1.110062 -0.17 0.00 0.14 0.151
H -3.205261 -4.815019 0.546340 -0.02 -0.04 -0.02 0.221
H -3.500330 -7.397624 -1.064032 -0.01 0.04 0.05 0.285
H -2.176072 -6.915373 0.020277 -0.14 -0.14 0.13 0.272
C 0.051521 1.994778 4.280850 -0.23 -0.37 0.81 -0.368
C 0.726518 1.341544 3.112877 0.44 -0.89 0.08 -0.320
O 0.397606 2.205223 2.030575 -0.12 0.41 -0.06 -0.210
C 0.123902 3.428819 2.563662 -0.25 1.06 -0.11 0.590
O -0.024967 4.426404 1.917484 0.25 -0.80 0.29 -0.538
O 0.044160 3.370437 3.917998 0.13 0.03 -0.86 -0.329
H 0.593796 1.842151 5.214755 -0.07 0.22 -0.09 0.318
H -0.980908 1.658146 4.410539 0.07 0.04 -0.03 0.268
H 1.814470 1.309002 3.221601 -0.07 0.04 -0.01 0.257
H 0.358720 0.330849 2.930086 0.00 0.16 -0.16 0.319
C 4.255063 4.582751 1.248912 0.23 0.59 0.67 -0.383
C 3.289655 4.833056 0.130659 -0.67 0.77 0.01 -0.038
O 3.695294 3.891901 -0.858456 0.23 -0.52 0.09 -0.320
C 4.346743 2.887034 -0.210928 0.49 -0.81 -0.14 0.675
O 4.670724 1.853696 -0.724005 -0.45 0.69 0.27 -0.542
O 4.579063 3.206136 1.089626 -0.22 -0.28 -0.72 -0.323
H 3.814194 4.767434 2.229422 0.10 -0.19 -0.06 0.314
H 5.169841 5.174351 1.153710 -0.06 -0.07 -0.01 0.287
H 2.254212 4.623255 0.416096 0.06 0.02 0.02 0.060
H 3.351181 5.851999 -0.253662 0.02 -0.20 -0.14 0.279

=====

# 3
41
Properties=species:S:1:pos:R:3:forces:R:3:mulliken_charge:R:1 method="wB97M-V/def2-TZVPD" gap_ev=8.6 relative_energy_kcal_mol=14.2
N 2.769319 4.566950 -0.118646 -0.51 -0.41 0.51 -0.451
C 2.602137 3.349937 -0.745590 0.27 1.63 1.04 0.774
C 3.466938 3.065606 -1.794720 0.09 -1.50 -1.05 -0.893
C 3.364028 1.868245 -2.499468 0.11 0.43 0.11 -0.432
C 2.394608 0.913301 -2.149494 -0.25 2.20 1.69 -0.467
N 2.281938 -0.302046 -2.865602 -0.21 -2.11 -1.04 0.933
O 2.808349 -0.371010 -3.982377 -0.45 0.19 1.16 -0.585
O 1.671696 -1.237556 -2.336066 0.53 1.07 -0.49 -0.561
C 1.535639 1.209899 -1.070331 0.29 -0.21 -0.48 -0.170
C 1.610348 2.426818 -0.360085 -0.45 -1.78 -0.73 -0.073
C 0.657322 2.672558 0.746516 0.82 1.27 -0.28 0.677
O 0.600965 3.771116 1.277095 -0.39 -0.79 0.19 -0.723
O -0.133072 1.653168 1.151392 0.30 0.39 -0.23 -0.323
H 3.694895 4.983579 -0.114515 -0.47 -0.18 -0.12 0.198
H 2.154291 4.730541 0.685832 0.54 0.01 -0.51 0.246
H 4.219483 3.788201 -2.089478 -0.10 -0.03 0.10 0.348
H 4.048549 1.684631 -3.324826 -0.24 -0.10 0.16 0.446
H 0.781117 0.477860 -0.789872 0.21 0.11 -0.07 0.699
H -0.629446 2.047368 1.885823 -0.14 -0.13 0.09 0.250
C -0.103480 -4.512590 0.873812 -0.38 0.20 -0.51 -0.926
N -1.060500 -3.408708 0.851711 0.08 0.42 1.20 -0.038
C -1.624081 -2.916223 -0.259189 0.55 -0.26 -1.20 0.401
O -1.395201 -3.408557 -1.360927 -0.37 0.41 0.33 -0.685
C -2.565848 -1.688202 -0.127885 -0.11 0.19 0.14 0.403
C -2.593947 -0.818026 -1.394784 0.11 -0.61 0.16 -1.395
N -2.272853 -0.804129 1.008993 0.27 0.14 -0.95 -0.004
C -2.527878 -1.078133 2.286458 -0.21 -0.26 1.03 0.921
C -2.202177 0.000488 3.292757 -0.14 -0.01 -0.07 -1.175
O -2.976315 -2.151021 2.661776 -0.16 -0.33 -0.08 -0.679
H -0.592375 -5.428327 0.536374 0.14 -0.04 0.01 0.289
H 0.725020 -4.291765 0.197621 -0.06 -0.08 0.04 0.277
H 0.282365 -4.658365 1.883550 -0.17 0.15 -0.09 0.350
H -1.387498 -3.035329 1.733991 0.00 -0.27 -0.13 0.125
H -3.568336 -2.093780 0.018993 -0.03 -0.08 0.16 0.182
H -1.597613 -0.423134 -1.598613 0.00 0.01 -0.11 0.189
H -3.297635 0.005853 -1.270350 0.02 -0.03 0.08 0.431
H -2.912450 -1.422554 -2.245692 0.18 0.09 0.09 0.408
H -1.843081 0.082455 0.796623 0.05 -0.06 -0.09 0.156
H -2.698692 0.925166 3.005388 0.08 0.22 0.06 0.343
H -1.123422 0.138819 3.331638 0.09 0.13 0.05 0.188
H -2.563105 -0.313107 4.272166 0.07 0.03 -0.16 0.349

=====

# 4
38
Properties=species:S:1:pos:R:3:forces:R:3:mulliken_charge:R:1 method="wB97M-V/def2-TZVPD" spin_multiplicity=5 total_charge=+2 gap_ev="7.7 / 5.9" relative_energy_kcal_mol=0.0 s2=6.042
Rh -1.973126 -0.080711 -0.304582 -0.13 -0.34 -0.80 0.349
C 2.777074 -3.272511 -2.783782 -0.16 -0.04 0.08 -1.053
C 2.130974 -3.507911 -1.419382 0.95 -0.06 -0.14 -0.343
N 0.691774 -3.345211 -1.460482 -0.18 0.89 0.10 -0.049
C 0.081674 -2.191411 -1.268882 -2.86 -1.32 -0.28 0.547
S -1.679126 -2.109411 -1.401082 0.33 -0.27 -0.03 -0.220
N 0.787174 -1.086911 -1.100082 3.20 1.80 -0.05 -0.301
N 0.173374 0.017189 -0.811982 -1.80 -0.88 0.40 0.336
C 0.703074 1.217089 -0.941082 0.98 -0.34 -0.19 0.715
C 2.137974 1.421989 -1.224282 0.16 -0.06 -0.11 -1.281
C -0.261526 2.298589 -0.862882 -0.44 0.90 0.16 0.498
C 0.083574 3.651189 -0.739282 0.12 -0.80 -0.09 -0.396
C -0.916626 4.609089 -0.715682 -0.47 -0.03 0.03 -0.414
C -2.242726 4.210789 -0.819482 0.42 0.06 -0.13 -0.595
C -2.522126 2.852089 -0.939282 -0.15 0.25 -0.12 -0.047
N -1.567926 1.934889 -0.950582 -0.02 -0.12 0.19 -0.424
H 3.847874 -3.425411 -2.690782 0.11 0.00 0.00 0.339
H 2.592974 -2.256611 -3.121782 0.01 0.10 -0.06 0.315
H 2.404974 -3.964511 -3.533982 -0.06 -0.08 -0.06 0.348
H 2.528774 -2.792011 -0.699682 -0.05 -0.24 0.03 0.266
H 2.346974 -4.524111 -1.085482 -0.12 0.12 0.14 0.394
H 0.126674 -4.136011 -1.748982 -0.12 0.07 0.12 0.264
H 2.624074 0.464289 -1.390582 0.01 0.05 -0.02 0.316
H 2.637274 1.911489 -0.386082 -0.06 0.09 0.09 0.374
H 2.271274 2.058689 -2.098482 0.01 0.05 -0.03 0.397
H 1.117074 3.938589 -0.638882 0.16 0.03 -0.07 0.405
H -0.666726 5.654089 -0.616282 0.04 0.08 0.00 0.463
H -3.045326 4.930789 -0.834682 -0.08 0.05 0.04 0.425
H -3.543826 2.501089 -1.051482 0.11 0.02 0.07 0.450
C -1.183826 -1.541111 4.753218 0.01 -0.05 0.03 -1.118
C -1.685826 -0.168811 4.285218 0.17 0.03 1.42 -0.222
C -1.918726 -0.155711 2.891418 -0.45 -0.04 -2.07 0.045
N -2.103226 -0.191611 1.752918 0.38 0.13 1.41 -0.369
H -1.001526 -1.498411 5.820518 0.02 0.01 0.12 0.335
H -0.257126 -1.808511 4.256318 0.10 -0.04 -0.05 0.340
H -1.924126 -2.310211 4.563618 -0.08 -0.10 -0.03 0.354
H -0.950326 0.607589 4.523218 -0.14 -0.01 -0.06 0.268
H -2.620826 0.087589 4.793518 0.07 0.07 -0.06 0.288

=====

# 5
35
Properties=species:S:1:pos:R:3:forces:R:3:mulliken_charge:R:1 method="wB97M-V/def2-TZVPD" total_charge=+1 gap_ev=9.9 relative_energy_kcal_mol=86.7
O 3.120909 0.876447 2.063132 -1.36 -0.12 -0.57 -0.496
C 2.180682 0.526651 1.378246 1.13 -0.42 0.26 -0.333
C 0.745996 0.949012 1.762534 0.29 0.24 0.60 -0.774
N -0.080541 1.393860 0.599643 -0.53 -0.31 -0.22 0.202
C -1.275917 2.260525 1.004072 0.24 -0.35 0.90 -0.629
C -2.546588 1.758249 0.308634 0.34 -0.24 -1.83 -0.745
C -2.168862 0.590366 -0.677260 2.30 -0.51 2.34 0.364
C -2.793258 -0.779060 -0.439268 -0.34 -0.10 -0.18 -0.961
O -2.677569 -1.108242 0.941904 0.41 0.59 0.02 -0.157
O -3.451099 -2.264848 1.149649 -0.76 -0.38 0.09 -0.453
C -0.656682 0.349271 -0.297735 0.66 -0.43 -2.75 -0.970
C 2.376364 -0.343165 0.150303 -0.30 1.45 1.41 0.414
C 2.159719 -1.694379 0.231131 -0.30 -0.03 0.47 -0.106
C 2.313256 -2.439534 -0.913654 -0.27 -0.64 0.75 -0.694
C 2.671401 -1.806051 -2.075307 0.03 -1.29 -1.28 -0.378
C 2.887033 -0.460169 -2.149453 0.13 0.72 -0.47 -0.780
C 2.740311 0.295206 -1.009852 0.08 0.49 -0.26 -0.045
H 0.850520 1.802855 2.436660 -0.02 -0.05 -0.10 0.576
H 0.214769 0.167469 2.312922 0.03 -0.09 -0.26 0.422
H 0.564659 1.915197 0.008774 -0.23 0.31 0.06 0.502
H -1.022445 3.292028 0.767477 -0.08 -0.05 0.02 0.386
H -1.298496 2.143783 2.087678 -0.35 0.23 -0.06 0.336
H -2.846247 2.584948 -0.335204 -0.78 -0.06 0.40 0.299
H -3.319648 1.370187 0.965050 0.02 0.53 0.23 0.428
H -2.120948 0.801863 -1.741412 -0.75 0.35 0.09 0.401
H -3.841120 -0.833260 -0.741472 0.08 -0.05 -0.01 0.481
H -2.180551 -1.510034 -0.985278 -0.44 0.02 -0.33 0.422
H -2.830657 -3.000507 1.268181 0.32 0.30 -0.06 0.324
H -0.118290 0.493072 -1.242978 0.13 -0.11 0.19 0.245
H -0.401693 -0.684277 -0.074862 -0.09 0.27 0.94 0.463
H 1.854801 -2.101379 1.189118 0.08 -0.31 -0.14 0.517
H 2.133971 -3.505758 -0.859182 0.11 0.00 -0.26 0.434
H 2.766950 -2.418847 -2.965043 0.07 0.13 -0.03 0.408
H 3.151082 0.009052 -3.088177 0.06 -0.06 0.01 0.428
H 2.898187 1.369466 -1.028973 0.11 -0.05 0.03 0.468

=====

# 6
33
Properties=species:S:1:pos:R:3:forces:R:3:mulliken_charge:R:1 method="wB97M-V/def2-TZVPD" gap_ev=9.7 relative_energy_kcal_mol=52.7
C 3.200601 -2.883855 -0.439997 -0.19 1.68 1.13 -0.824
C 3.339117 -1.657542 0.157496 -0.99 -2.61 -3.00 -0.164
C 2.516068 -0.545467 -0.445251 0.80 -0.33 2.15 -0.374
O 2.134148 0.248991 0.719567 -0.21 -0.34 -0.81 -0.416
C 1.352239 1.293464 0.344282 -0.20 1.09 -0.12 0.437
C 1.799370 2.595969 0.518609 -0.64 1.58 0.01 -0.467
C 1.015482 3.728772 0.103499 0.12 -1.97 -0.06 -0.526
C -0.230968 3.542725 -0.501402 0.70 -0.54 0.33 -0.691
C -0.683494 2.221077 -0.623246 -0.03 0.44 -0.09 -0.188
C 0.115306 1.111074 -0.250426 -1.61 1.37 -0.91 0.252
O -0.396591 -0.099653 -0.587049 -0.30 -1.07 0.80 -0.460
C -0.663642 -0.967689 0.569644 -0.45 0.83 0.07 -0.398
C -1.775432 -1.958435 0.113161 0.65 0.73 0.78 -1.129
C -3.038902 -1.246831 -0.428280 0.95 -0.81 1.07 -0.272
C -3.601300 -0.297570 0.620654 -0.45 0.01 0.49 -1.058
H 2.397345 -3.058136 -1.155922 0.25 0.27 -0.07 0.228
H 3.768106 -3.770054 -0.215751 0.30 0.00 0.37 0.295
H 4.038067 -1.481978 0.938032 0.49 0.34 0.43 0.355
H 3.074458 0.095987 -1.102688 0.50 0.33 -0.33 0.492
H 1.683641 -0.951718 -1.000226 -0.43 0.01 0.07 0.262
H 2.761310 2.708485 1.019842 -0.19 0.18 -0.23 0.410
H 1.327587 4.739349 0.189538 0.76 0.55 0.35 0.402
H -0.767195 4.435853 -0.877443 0.08 -0.91 0.36 0.362
H -1.699417 2.074433 -1.015146 0.62 -0.38 0.03 0.352
H -0.923126 -0.263689 1.418289 -0.13 -0.99 -0.79 0.444
H 0.284606 -1.420488 0.862165 -0.18 -0.44 -0.05 0.427
H -2.039768 -2.684401 0.891164 -0.03 0.56 0.46 0.419
H -1.314065 -2.628678 -0.587633 0.16 -0.05 -0.98 0.363
H -2.789074 -0.780196 -1.368069 -0.06 0.47 -0.17 0.233
H -3.718122 -2.051274 -0.635035 -0.71 -0.27 -0.26 0.367
H -2.867711 0.428782 0.906329 0.58 0.59 -0.06 0.232
H -3.850981 -0.768042 1.609046 -0.09 -0.01 -1.08 0.305
H -4.447658 0.290742 0.252234 -0.10 -0.33 0.12 0.331

=====

Going through the records in order, we get energy values of -991.83932; -2032.02178; -1176.62458; -1288.05442; -786.25931; -656.55839 a.u..